(1)
The following is a quantum chemistry calculation of a cluster of 2 separate species, C7H6N5O2S in total, from the OMol25 dataset.

Geometry (Å):
C: 0.42428 -1.34621 0.13223
C: -0.84598 -1.19519 -0.37646
C: -0.74938 1.25299 -0.19781
C: 0.63619 1.08563 0.15062
C: 1.17484 -0.20889 0.34510
C: -1.48041 0.11589 -0.47132
C: 1.35697 2.26625 0.49119
N: -4.67181 -3.29367 -2.38791
N: -4.53281 -2.81805 -3.36237
N: 2.47859 -0.13509 0.75734
N: 3.80950 1.54496 2.30260
N: -2.90999 0.17032 -0.92002
O: -3.35569 -0.86457 -1.27096
O: -3.42485 1.22561 -0.96771
S: 3.01294 1.50720 0.74177
H: 0.67804 -2.32066 0.27212
H: -1.52756 -2.10535 -0.66225
H: -1.23066 2.15790 -0.29819
H: 3.21102 -0.79153 0.55667
H: 3.19065 1.87699 3.01110
H: 4.75612 1.87548 2.15427

Output
multiplicity: 1
E_tot: -1092.3259 Eh
total charge: +1
HOMO: -13.960 eV
LUMO: -6.40 eV
relative energy (zero: lowest compared OMol25 entry of this formula, charge and spin): 86.30 kcal/mol

=====

(2)
The following is a quantum chemistry calculation of the molecule C3H3NO2, from the OMol25 dataset.

Geometry (Å):
O: 0.09803 1.36742 -0.71970
C: 0.27159 0.22556 0.04252
C: -0.98344 -0.61061 0.08901
O: -2.01954 -0.00117 -0.03655
C: 1.61320 -0.36492 -0.11412
N: 2.67104 -0.83267 -0.06766
H: -0.87691 1.51424 -0.72025
H: 0.12812 0.34629 1.16319
H: -0.89768 -1.65762 0.43752

Output
multiplicity: 1
E_tot: -321.2975 Eh
HOMO: -10.863 eV
LUMO: 0.11 eV
relative energy (zero: lowest compared OMol25 entry of this formula, charge and spin): 50.26 kcal/mol
SMILES string: N#C[C@@H](O)C=O